Entry from the Open Molecules 2025 dataset: a 17-piece molecular cluster, C34H102O34 overall in a non-equilibrium geometry (ωB97M-V/def2-TZVPD).

```
170
Properties=species:S:1:pos:R:3
C 3.7019 -10.8710 19.0518
C 4.5953 -11.9171 18.3720
O 6.0060 -11.8170 18.6498
O 3.6354 -11.0940 20.4514
H 2.6812 -10.9137 18.6712
H 4.2141 -9.9295 18.8909
H 4.4565 -11.9251 17.3044
H 4.3415 -12.9139 18.6531
H 6.3971 -12.7062 18.7944
H 4.1035 -10.3340 20.8740
C 13.0127 -16.0882 18.9812
C 11.8526 -16.9638 19.3945
O 10.6759 -16.2416 19.8014
O 12.5783 -15.2498 17.9231
H 13.8494 -16.8006 18.6506
H 13.4534 -15.4431 19.7419
H 12.1628 -17.5048 20.2878
H 11.5940 -17.6759 18.6521
H 10.1284 -16.0150 19.0718
H 12.6796 -14.3466 18.2024
C 13.5773 -9.4185 12.8194
C 13.7175 -10.0086 11.3926
O 12.6554 -10.9281 11.2616
O 12.4610 -8.6743 12.9312
H 14.4121 -8.6391 12.8716
H 13.5686 -10.1858 13.6093
H 14.6693 -10.4501 11.1140
H 13.5874 -9.1071 10.7623
H 12.4320 -10.9532 10.3317
H 11.6909 -9.2534 12.8393
C 11.4913 -4.6876 22.4972
C 10.4805 -5.7863 22.5805
O 10.9464 -7.0413 22.1319
O 12.6666 -4.9664 23.2173
H 11.0547 -3.7937 22.8262
H 11.7888 -4.5869 21.4557
H 9.6002 -5.4793 21.9994
H 10.2431 -5.9720 23.6149
H 11.4291 -7.4567 22.8358
H 12.9391 -4.0993 23.3872
C 6.3606 -15.1883 18.2689
C 7.5373 -16.1165 18.1579
O 8.8066 -15.4579 17.8688
O 6.6544 -14.2839 19.3811
H 5.3549 -15.6502 18.4249
H 6.3864 -14.5054 17.3616
H 7.2756 -16.7842 17.3451
H 7.6839 -16.7653 18.9894
H 8.8995 -15.2403 16.8968
H 6.5140 -14.6226 20.3028
C 13.1072 -8.5624 16.7402
C 14.0160 -9.8335 16.9919
O 14.7683 -9.6659 18.1766
O 12.0405 -8.8235 15.7978
H 13.6989 -7.7290 16.4442
H 12.6317 -8.3183 17.6979
H 14.6308 -9.9327 16.1006
H 13.4021 -10.7316 16.9213
H 14.2491 -9.8857 19.0015
H 12.3052 -8.3688 15.0053
C 11.3973 -13.4246 15.0430
C 10.9063 -12.0592 14.7613
O 9.5982 -11.7801 15.2981
O 11.0516 -14.2962 13.9544
H 10.9362 -13.6384 16.0276
H 12.5172 -13.4285 15.2479
H 10.8076 -11.9383 13.6898
H 11.5070 -11.2037 15.0131
H 9.7249 -11.6060 16.2469
H 10.6625 -13.7941 13.1915
C 9.7364 -7.1862 17.8832
C 10.2601 -6.5508 19.1207
O 9.8563 -5.1807 19.2658
O 10.1108 -6.3467 16.7871
H 8.6621 -7.3013 17.9965
H 10.2395 -8.1382 17.8844
H 11.3335 -6.5230 19.0354
H 9.8258 -7.0874 19.9167
H 10.1829 -4.7506 18.5003
H 9.8556 -6.7315 15.9823
C 6.4717 -10.4709 15.4804
C 7.0206 -9.1435 15.0251
O 8.1353 -9.2252 14.1487
O 5.9568 -11.3574 14.5008
H 5.6277 -10.2984 16.1537
H 7.2568 -10.9586 16.0818
H 7.2374 -8.5135 15.9176
H 6.2349 -8.6760 14.4274
H 8.7094 -9.9228 14.5390
H 6.6176 -11.5546 13.8517
C 8.0364 -15.4025 13.9135
C 7.1558 -14.1269 13.7835
O 7.8805 -12.9013 13.6421
O 8.9601 -15.4430 15.0153
H 8.6031 -15.5540 13.0017
H 7.3170 -16.1957 13.9678
H 6.6313 -14.1019 14.7916
H 6.3765 -14.1664 13.0151
H 8.4358 -12.7672 14.3834
H 9.7910 -15.1082 14.6422
C 12.7424 -10.1691 21.5120
C 13.8504 -9.6727 22.3648
O 14.4327 -10.8811 22.8668
O 13.1802 -10.8140 20.2848
H 12.0825 -9.4049 21.1704
H 12.1358 -10.9057 22.1150
H 13.4043 -9.0614 23.1673
H 14.5317 -9.0552 21.7643
H 15.3659 -10.6840 22.9923
H 13.2577 -11.7789 20.3983
C 4.0247 -12.6434 23.2779
C 5.0369 -13.3219 24.1803
O 6.3060 -13.0095 23.7362
O 4.1844 -13.1654 22.0015
H 4.2407 -11.5653 23.2629
H 2.9938 -12.7920 23.6838
H 4.7997 -14.3840 24.2498
H 5.0658 -12.8139 25.1741
H 6.4768 -13.3959 22.8259
H 3.9495 -12.5632 21.3148
C 7.6102 -16.4665 23.8642
C 6.8169 -16.1580 22.6192
O 7.2586 -14.9879 21.8796
O 8.7668 -17.1548 23.4716
H 6.9923 -17.1625 24.4460
H 7.8786 -15.6031 24.4849
H 5.7780 -15.9354 22.9210
H 6.8165 -17.0452 21.9301
H 8.2737 -14.9532 22.0054
H 9.4372 -16.5403 23.1586
C 12.6369 -14.3218 22.1341
C 11.3063 -14.4560 22.8239
O 10.2290 -14.9976 22.0283
O 12.6406 -13.6343 20.9595
H 13.0881 -15.3205 21.9903
H 13.2127 -13.8079 22.8934
H 10.9569 -13.5192 23.2136
H 11.4761 -15.1616 23.6279
H 10.5833 -15.2155 21.1652
H 11.7597 -13.5096 20.5758
C 5.7412 -8.0383 21.1100
C 7.2817 -8.1289 21.5881
O 7.8520 -9.3779 21.3022
O 4.9282 -8.8740 21.9710
H 5.5868 -8.3593 20.1042
H 5.3886 -7.0219 21.2365
H 7.2418 -7.9801 22.6568
H 7.9086 -7.3487 21.1202
H 7.6470 -9.9017 22.0677
H 5.4781 -9.3989 22.5711
C 9.4039 -9.3646 24.2046
C 8.1917 -10.0537 24.8227
O 7.2112 -10.4033 23.7962
O 10.0604 -10.2852 23.3304
H 10.1181 -9.1088 25.0238
H 9.0540 -8.5261 23.6389
H 7.6033 -9.4135 25.5469
H 8.4762 -11.0203 25.3306
H 6.9678 -11.3025 23.8733
H 9.7427 -10.0253 22.4406
C 9.8323 -10.9639 19.0926
C 9.9510 -12.1298 20.0059
O 10.5167 -13.2857 19.3748
O 8.8491 -11.2518 18.0819
H 10.8026 -10.8044 18.6379
H 9.3921 -10.1377 19.7190
H 9.0121 -12.4382 20.5232
H 10.6284 -11.7645 20.8557
H 9.8232 -13.8722 18.9725
H 8.0168 -11.2455 18.6056
```

The largest force on an atom comes out at 3.59 eV Å⁻¹. The HOMO energy comes out at -9.3 eV. Its LUMO energy is 0.543 eV. The calculation puts the relative energy (zero: lowest compared OMol25 entry of this formula, charge and spin) at 41.9 kJ/mol. As for the multiplicity: 1. For the total energy, the calculation gives -3914.52840 Ha. As for the HOMO-LUMO gap: 9.84 eV.

Mulliken atomic charge list, values in e, 4 entries: number 1, C, carries -0.879; number 2, C, carries -0.426; number 3, O, carries -0.024; number 4, O, carries -0.632